Record 1
# C5H28NO11

A 10-piece molecular cluster, C5H28NO11 overall in a non-equilibrium geometry (ωB97M-V/def2-TZVPD, the Open Molecules 2025 dataset).

ORCA input file:
```
! wB97M-V def2-TZVPD RIJCOSX def2/J DEFGRID3
* xyz -1 1
C -0.60604 2.34758 -0.64168
N -0.04167 1.29009 -1.27560
C 1.12301 -1.93505 -1.37472
C 0.14729 -1.03559 -2.11162
C -0.59588 -0.07595 -1.14421
C -2.10319 -0.06395 -1.36633
O -2.83165 0.07417 -0.12061
O -0.02860 3.42736 -0.53765
H -1.64785 2.23977 -0.33724
H 0.96146 1.35315 -1.49010
H 1.97165 -1.38093 -0.97477
H 0.66332 -2.40029 -0.50415
H 1.56054 -2.68300 -2.04160
H -0.56386 -1.65852 -2.66205
H 0.68469 -0.45862 -2.87333
H -0.34730 -0.42088 -0.14181
H -2.41802 0.76627 -2.00518
H -2.50123 -0.99251 -1.79049
H -2.73730 -1.54762 0.73805
H -1.65583 -2.22703 1.60051
O -2.48810 -2.43178 1.11669
H 1.98593 3.00445 1.24179
H 2.00237 1.69822 2.08081
O 2.58647 2.44165 1.77609
H -0.40497 0.74787 2.27887
H 1.18856 0.46459 3.52754
O 1.10046 0.28972 2.56804
H 4.03140 0.29330 2.27742
H 2.60087 -0.29802 2.12632
O 3.55872 -0.46261 1.88109
H -0.47216 1.39263 -3.50353
H -1.30784 0.26424 -4.02041
O -0.94682 1.11635 -4.29944
H -1.65046 -0.05262 2.62414
H -2.27620 0.43541 0.64180
O -1.44332 0.77053 2.16018
H -0.98343 -3.86845 -1.08740
H -2.22203 -3.28247 -0.38557
O -1.92147 -3.70849 -1.22734
H 3.30315 1.78025 0.30269
H 3.65910 0.33181 0.25330
O 3.53127 1.08662 -0.36324
H 0.12439 -2.38080 3.17550
H 0.42790 -1.00744 2.38807
O -0.18009 -1.85856 2.42676
*
```

Properties
ΔE to the lowest compared entry with this formula, charge and spin   188.5 kJ/mol
Highest occupied orbital energy   -7.22 eV
Gap between HOMO and LUMO   10.062 eV

Record 2
# C40H60F5InN5O3Si

C40H60F5InN5O3Si as an isolated structure (ωB97M-V/def2-TZVPD, the Open Molecules 2025 dataset).

ORCA input file:
```
! wB97M-V def2-TZVPD RIJCOSX def2/J DEFGRID3
* xyz 1 1
In -1.65623 0.79092 -0.71825
C -1.96579 5.49354 1.39707
C -1.73539 4.33742 0.41986
N -1.17179 3.08719 0.95474
C 0.28641 3.05771 1.01422
C 1.00219 4.09987 1.87559
C -1.84043 2.66020 2.18186
C -2.01672 1.15104 2.24760
N -2.73370 0.72706 1.06414
C -3.98281 0.17878 1.14778
C -4.94327 0.49406 0.17827
F -4.61182 1.41555 -0.76515
C -6.20811 -0.04910 0.16476
F -7.05815 0.32524 -0.80615
C -6.61826 -0.93707 1.14206
C -5.69780 -1.24925 2.12149
F -6.02457 -2.12172 3.09146
C -4.41965 -0.72413 2.12722
F -3.55728 -1.16643 3.07381
H -2.34101 6.35517 0.84395
H -1.05859 5.79832 1.91077
H -2.71116 5.24579 2.15129
H -1.07540 4.67065 -0.38327
H -2.69654 4.09244 -0.04266
H 0.65234 3.13786 -0.01368
H 0.56057 2.05804 1.34917
H 0.96132 5.09186 1.43000
H 2.05567 3.82934 1.97076
H 0.58342 4.15966 2.88072
H -2.84138 3.09174 2.17489
H -1.33171 3.03111 3.08183
H -2.54323 0.90591 3.16764
H -1.03366 0.66517 2.29880
H -7.60988 -1.36084 1.14327
C 1.89903 -6.05414 1.79454
C 2.46947 -5.12284 0.73735
N 1.87069 -3.78579 0.78541
C 0.74055 -3.56454 0.08268
C 0.09232 -2.37442 -0.03514
C -1.20185 -2.42771 -0.84682
O -1.45058 -3.48263 -1.41271
O -1.92408 -1.38590 -0.83325
C 0.70861 -1.20814 0.53364
O 0.39997 -0.01352 0.33620
C 1.82268 -1.48868 1.45399
C 2.32587 -0.46751 2.26142
C 3.33229 -0.71703 3.14731
F 3.73447 0.27278 3.98206
C 3.92692 -1.98045 3.25858
C 3.44123 -2.99340 2.45544
C 2.38422 -2.77005 1.56137
N 4.98038 -2.24931 4.16631
C 5.87605 -1.19878 4.59699
C 7.22223 -1.80430 4.95502
N 7.02045 -2.85112 6.02182
C 6.05191 -3.91371 5.57128
C 4.74812 -3.23235 5.20257
H 2.37869 -7.03017 1.73611
H 0.82922 -6.19378 1.64727
H 2.04633 -5.65253 2.79783
H 2.28796 -5.51317 -0.26308
H 3.54849 -5.01713 0.83465
H 0.31963 -4.41522 -0.43974
H 1.89603 0.52057 2.21060
H 3.90012 -3.96864 2.51836
H 5.48413 -0.63624 5.45788
H 6.03755 -0.48494 3.79209
H 7.91258 -1.06146 5.35125
H 7.66925 -2.31184 4.10151
H 6.63627 -2.39368 6.85512
H 7.91313 -3.26560 6.29607
H 5.93960 -4.63097 6.38245
H 6.50282 -4.39476 4.70450
H 4.31730 -2.76622 6.10603
H 4.03825 -3.98521 4.86764
C -1.44236 3.38245 -5.07820
C -1.85652 2.91241 -3.67143
C -3.35866 3.17121 -3.48981
C -1.15681 3.82732 -2.66437
Si -1.44214 1.04675 -3.35923
C -2.69020 -0.15861 -4.19597
C -2.93467 0.27454 -5.65345
C -4.03057 -0.17802 -3.44730
C -2.20448 -1.61345 -4.24184
C 0.40114 0.60722 -3.74168
C 0.63096 0.44808 -5.25839
C 1.36494 1.68066 -3.22921
C 0.81942 -0.70791 -3.07341
H -1.72720 4.43229 -5.20275
H -1.92904 2.82032 -5.87166
H -0.36664 3.32475 -5.23022
H -3.55317 4.23424 -3.66320
H -3.68951 2.93859 -2.47464
H -3.98418 2.61205 -4.17987
H -1.54443 4.84544 -2.77635
H -0.07965 3.87297 -2.79533
H -1.35967 3.51460 -1.64187
H -3.44923 1.22783 -5.74321
H -3.56666 -0.47981 -6.13190
H -2.01076 0.33035 -6.23062
H -4.50368 0.79812 -3.38745
H -3.90924 -0.57570 -2.43861
H -4.71631 -0.84606 -3.97798
H -1.30224 -1.74184 -4.83669
H -2.98733 -2.20943 -4.72179
H -2.04724 -2.03842 -3.25376
H 0.32221 1.31880 -5.83156
H 0.11025 -0.41770 -5.66224
H 1.69958 0.29806 -5.44547
H 1.28749 2.61313 -3.78397
H 2.39151 1.31745 -3.34722
H 1.21409 1.89743 -2.16706
H 0.18808 -1.55168 -3.33604
H 0.82358 -0.61030 -1.98999
H 1.84352 -0.94676 -3.38277
*
```

Properties
ΔE to the lowest compared entry with this formula, charge and spin   15.3 kJ/mol
Highest occupied orbital energy   -8.81 eV
Gap between HOMO and LUMO   5.400 eV

Record 3
# C5H12N2

One molecule with the formula C5H12N2 in a non-equilibrium geometry (ωB97M-V/def2-TZVPD, the Open Molecules 2025 dataset).

ORCA input file:
```
! wB97M-V def2-TZVPD RIJCOSX def2/J DEFGRID3
* xyz 0 1
N -2.12711 0.91058 2.32445
C -1.24387 1.16283 1.31002
C -1.19332 0.65473 0.05592
C -0.09159 0.79951 -0.97889
C 1.34560 0.23789 -0.56943
C 1.58769 -1.26966 -1.12770
N 1.02059 -2.46900 -0.44894
H -2.57071 0.01094 2.59118
H -2.22563 1.62198 3.06417
H -0.60350 2.06744 1.52741
H -2.16101 0.36232 -0.41533
H 0.16835 1.86523 -1.35731
H -0.50496 0.47837 -1.96750
H 2.05175 0.95317 -0.98898
H 1.62533 0.28947 0.43955
H 2.62246 -1.47824 -1.09176
H 1.29538 -1.30656 -2.23885
H 0.93691 -2.30909 0.57387
H 0.06765 -2.58192 -0.70188
*
```

Properties
Structure (SMILES)   N/C=C/CCCN
ΔE to the lowest compared entry with this formula, charge and spin   241.0 kJ/mol
Highest occupied orbital energy   -7.61 eV
Gap between HOMO and LUMO   8.633 eV

Record 4
# C3H13N2

A 2-piece molecular cluster, C3H13N2 overall (ωB97M-V/def2-TZVPD, the Open Molecules 2025 dataset).

ORCA input file:
```
! wB97M-V def2-TZVPD RIJCOSX def2/J DEFGRID3
* xyz 1 1
C -0.56939 -1.47399 2.19994
N -0.86278 -0.24658 1.44872
H -1.10859 -1.59797 3.14403
H -0.76718 -2.34314 1.59179
H 0.49918 -1.52089 2.43552
H -0.79855 0.54413 2.08719
H -1.81395 -0.28530 1.10601
H 0.21696 0.28494 0.14984
C 1.46173 -0.17720 -1.44471
N 0.60614 0.77365 -0.72956
C -0.53914 1.29669 -1.51249
H 0.84607 -0.98550 -1.81083
H 1.94104 0.28182 -2.30784
H 2.25591 -0.52444 -0.79876
H 1.10599 1.58064 -0.36217
H -0.52889 2.37404 -1.54944
H -1.47936 0.98452 -1.08187
H -0.46519 1.03457 -2.56538
*
```

Properties
ΔE to the lowest compared entry with this formula, charge and spin   93.5 kJ/mol
Highest occupied orbital energy   -14.38 eV
Gap between HOMO and LUMO   11.344 eV

Record 5
# C21H44F4N3O5S

A 3-piece molecular cluster, C21H44F4N3O5S overall in a non-equilibrium geometry (ωB97M-V/def2-TZVPD, the Open Molecules 2025 dataset).

ORCA input file:
```
! wB97M-V def2-TZVPD RIJCOSX def2/J DEFGRID3
* xyz 0 2
C 2.84702 0.97418 4.33202
C 2.38116 2.30511 3.74450
C 0.89024 2.42587 3.49690
F 0.59450 3.77589 3.41184
C 0.26244 1.65931 2.30816
S 1.43239 1.36746 0.93827
O 2.51205 0.51088 1.35706
O 0.72914 0.85468 -0.19792
C 2.20753 2.98559 0.37418
F 3.54230 2.95172 0.61468
F 1.65002 4.03826 1.00690
F 1.98275 3.08522 -0.95984
C -0.11164 0.22334 2.75031
C -1.61228 -0.16408 2.85404
C -2.04531 -0.39281 4.32639
C -1.77127 -1.50389 2.12815
N -2.54339 0.80426 2.22586
O -2.97281 0.51455 1.06424
C -2.22162 2.23178 2.40953
C -3.28775 3.05892 1.66389
C -2.24495 2.67173 3.85859
C -0.89526 2.45109 1.69052
H 2.63870 0.95121 5.39493
H 3.92363 0.92502 4.22414
H 2.45522 0.11269 3.81597
H 2.97414 2.56972 2.87968
H 2.60289 3.06948 4.48153
H 0.38928 2.06194 4.38734
H 0.34123 0.04803 3.71362
H 0.36256 -0.48847 2.08706
H -2.94447 0.17909 4.51872
H -1.28227 -0.10462 5.03806
H -2.30850 -1.42837 4.47757
H -1.35711 -1.46158 1.13023
H -2.80302 -1.82080 2.11167
H -1.18196 -2.23315 2.67628
H -3.26983 4.06172 2.07418
H -4.27087 2.63872 1.81605
H -3.05506 3.10326 0.61142
H -1.65322 2.05340 4.52246
H -1.90048 3.69229 3.93829
H -3.26245 2.62468 4.23076
H -1.06635 2.11886 0.67379
H -0.63762 3.49859 1.63500
C 1.46732 -3.51197 -2.76984
C 2.18247 -2.41647 -1.98304
C 3.67581 -2.68749 -1.75267
O 3.96362 -3.65576 -0.76284
C 3.87075 -5.00143 -1.18579
N 1.46131 -2.17421 -0.73275
H 1.24096 -4.37740 -2.14803
H 0.51747 -3.13785 -3.15191
H 2.06402 -3.84674 -3.62109
H 2.12304 -1.49906 -2.57735
H 4.13247 -1.76326 -1.39029
H 4.17947 -2.94958 -2.69362
H 4.19625 -5.11883 -2.22366
H 2.85483 -5.38877 -1.07626
H 4.52629 -5.59197 -0.54603
H 1.86878 -1.36441 -0.27073
H 1.66698 -2.95128 -0.10996
C -0.90358 -0.57367 -6.39853
C -2.37529 -0.74588 -6.03434
C -2.90073 0.29596 -5.03622
O -2.49629 0.09327 -3.70063
C -1.19996 0.56598 -3.37909
N -2.59189 -2.11860 -5.56835
H -0.24501 -0.94939 -5.61631
H -0.67528 -1.13374 -7.30490
H -0.65931 0.47508 -6.57870
H -2.95474 -0.61372 -6.95309
H -3.99172 0.22504 -5.02048
H -2.64937 1.31547 -5.36073
H -0.96517 1.48925 -3.91811
H -0.43909 -0.18900 -3.59144
H -1.17424 0.76655 -2.30881
H -3.58693 -2.27593 -5.43946
H -2.20296 -2.19100 -4.63197
*
```

Properties
Highest occupied orbital energy (alpha / beta)   -8.43 / -8.91 eV
Gap between HOMO and LUMO (alpha / beta)   9.012 / 9.260 eV
Expectation value of S²   0.75

Record 6
# C5H9NO

One molecule with the formula C5H9NO in a non-equilibrium geometry (ωB97M-V/def2-TZVPD, the Open Molecules 2025 dataset).

ORCA input file:
```
! wB97M-V def2-TZVPD RIJCOSX def2/J DEFGRID3
* xyz 0 1
C 2.08592 -0.08847 0.10253
C 0.64910 0.21318 0.52296
C -0.37338 -0.19670 -0.53667
O -0.27178 -1.56446 -0.88889
C -1.82070 -0.05977 -0.04964
C -2.12963 1.25941 0.50551
N -2.36529 2.29805 0.95703
H 2.33417 0.38912 -0.85366
H 2.79730 0.27746 0.84843
H 2.25698 -1.16725 0.00397
H 0.53600 1.28691 0.71617
H 0.41806 -0.31029 1.45985
H -0.23549 0.43960 -1.42715
H 0.61799 -1.72296 -1.22684
H -1.99364 -0.81871 0.72137
H -2.50586 -0.27260 -0.87612
*
```

Properties
Structure (SMILES)   CC[C@@H](O)CC#N
ΔE to the lowest compared entry with this formula, charge and spin   91.6 kJ/mol
Highest occupied orbital energy   -10.87 eV
Gap between HOMO and LUMO   11.612 eV

Number 1: M 278.28 g mol⁻¹. Number 2: M 896.85 g mol⁻¹. Number 3: M 100.16 g mol⁻¹. Number 4: M 77.15 g mol⁻¹. Number 5: M 526.66 g mol⁻¹. Number 6: M 99.13 g mol⁻¹.